[1]
15
Properties=species:S:1:pos:R:3:forces:R:3 method="wB97M-V/def2-TZVPD" gap_ev="6.407 / 6.334" total_energy_ha=-358.81335 total_charge=0 relative_energy_kcal_mol=128.7 spin_multiplicity=1
C 0.769 1.231 -1.460 -1.069 0.548 -0.314
C 1.740 0.356 -1.083 0.196 0.066 0.137
C 1.289 -1.177 0.673 -0.599 -3.171 1.080
C -0.629 0.207 0.737 2.355 -0.247 -0.668
C -1.782 0.723 0.061 0.599 -0.947 0.440
N 0.024 1.994 -1.975 0.673 -0.493 0.254
N 2.076 -0.598 -0.368 0.785 0.897 -0.411
N -0.141 -1.014 0.590 0.288 1.374 -0.084
H 1.292 -2.253 0.487 0.976 -0.229 0.185
H 1.675 -1.083 1.700 -0.027 0.694 -0.515
H 0.134 0.814 1.225 -0.749 0.358 0.550
H -1.404 1.309 -0.763 0.146 1.221 -0.479
H -2.405 1.220 0.752 -1.014 0.824 0.309
H -2.200 -0.125 -0.404 -1.405 -0.911 -0.508
H -0.436 -1.604 -0.173 -1.156 0.016 0.024

---

[2]
15
Properties=species:S:1:pos:R:3:forces:R:3 method="wB97M-V/def2-TZVPD" gap_ev=9.357 total_energy_ha=-358.93911 total_charge=0 relative_energy_kcal_mol=49.7 spin_multiplicity=1
H 1.788 -1.831 -0.036 -1.268 1.123 0.799
N 1.158 -1.038 0.318 0.330 -1.362 -2.471
C 0.242 -0.797 -0.585 0.368 -0.984 1.313
N -0.128 -1.612 -1.659 1.762 -1.456 1.359
C -0.578 0.433 -0.361 1.648 0.921 1.225
C -1.245 0.849 -1.587 -0.657 0.774 0.428
N -1.808 1.113 -2.565 0.604 -0.285 0.770
C -0.368 1.226 0.783 -1.363 -1.695 -3.213
C 0.294 0.918 2.032 0.808 -0.437 2.896
H -0.507 -1.195 -2.475 -0.303 0.180 -0.606
H 0.393 -2.532 -1.761 -0.964 2.028 0.041
H -0.790 2.180 0.694 -0.820 1.358 0.001
H 0.025 1.556 2.996 0.495 -0.839 -2.488
H 1.391 0.857 1.874 -0.420 0.479 0.148
H 0.133 -0.127 2.334 -0.218 0.194 -0.201

---

[3]
15
Properties=species:S:1:pos:R:3:forces:R:3 method="wB97M-V/def2-TZVPD" gap_ev=9.454 total_energy_ha=-358.80403 total_charge=0 smiles="[H]/N=C(/C#C)N/C(C)=N/[H]" relative_energy_kcal_mol=134.5 spin_multiplicity=1
H -0.306 1.983 -0.088 0.673 -0.939 0.095
N -1.102 1.390 -0.232 -1.878 -1.716 0.049
C -1.242 0.082 -0.159 6.027 4.879 -0.316
C -2.530 -0.304 -0.273 -10.071 -4.207 2.779
C -3.696 -0.681 0.128 3.544 0.256 -1.605
N -0.199 -0.849 0.047 1.183 -3.941 -1.720
C 1.314 -0.565 -0.030 -2.634 1.577 -0.452
C 1.834 0.914 0.122 -3.157 -1.017 -0.530
N 2.163 -1.477 -0.233 1.075 0.479 1.924
H 3.078 -1.020 0.164 -1.700 -1.471 -1.703
H -4.725 -1.200 0.421 2.909 1.695 -0.996
H -0.494 -1.979 -0.260 1.404 4.509 1.320
H 2.840 0.748 0.047 2.704 0.248 0.406
H 1.591 1.618 -0.690 -0.281 -0.668 0.078
H 1.472 1.339 1.036 0.202 0.316 0.672

---

[4]
15
Properties=species:S:1:pos:R:3:forces:R:3 method="wB97M-V/def2-TZVPD" gap_ev=9.237 total_energy_ha=-358.87811 total_charge=0 relative_energy_kcal_mol=88.0 spin_multiplicity=1
H 2.929 -1.536 0.269 -0.398 1.761 0.230
N 2.811 -0.474 0.257 1.688 -1.849 0.233
C 1.619 -0.131 0.112 2.218 1.298 -1.367
C 0.483 -0.949 -0.108 3.228 0.025 0.883
C -0.476 -0.154 -0.259 -6.108 2.538 0.835
C -1.905 -0.550 -0.444 -2.177 1.150 -1.441
N -2.936 -0.054 0.553 2.337 2.550 1.603
C 0.023 1.283 -0.045 1.814 -1.727 -2.857
N 1.321 1.256 -0.127 -1.560 0.507 2.193
H 0.709 -1.918 -0.035 -0.419 -3.864 -0.100
H -2.140 -1.605 -0.482 0.959 -0.491 0.005
H -2.224 -0.196 -1.491 0.239 -0.252 1.413
H -2.354 0.066 1.543 -2.187 -0.101 -3.237
H -3.253 0.938 0.231 0.882 -2.156 1.169
H -0.512 2.155 -0.349 -0.517 0.612 0.437